1.
83
Properties=species:S:1:pos:R:3:forces:R:3:lowdin_charge:R:1 method="wB97M-V/def2-TZVPD" homo_ha=-0.3664 charge=+1 e_above_lowest_kj_mol=58.0
Tl -0.033 -0.828 1.162 0.0 -0.7 0.1 0.9336
C -0.741 4.765 0.130 0.1 -0.1 0.1 -0.0490
C -0.652 4.139 1.506 0.0 0.0 -0.1 -0.2495
N -1.144 4.913 2.469 0.0 -0.1 0.0 0.1270
C -1.013 4.589 3.751 0.1 0.0 -0.2 -0.0759
C -0.247 3.523 4.170 0.1 0.0 0.1 -0.1367
C -0.005 3.313 5.648 0.1 0.0 -0.1 -0.1972
O 1.353 3.507 6.033 -0.1 -0.1 -0.1 -0.0511
C 0.273 2.671 3.184 -0.1 0.0 0.1 -0.0719
C 1.199 1.618 3.613 0.2 -0.1 0.2 -0.0347
N 1.429 0.552 2.966 -0.2 -0.2 0.1 -0.0361
C 2.352 -0.394 3.455 0.2 0.0 0.3 -0.3756
C 2.377 -0.833 4.779 -0.1 0.1 0.0 -0.0111
C 3.270 -1.817 5.173 0.0 0.0 0.0 -0.0599
C 4.148 -2.378 4.256 0.0 0.0 0.0 -0.0668
C 4.143 -1.944 2.936 0.0 0.0 0.1 -0.1314
C 3.249 -0.960 2.557 0.1 0.1 -0.4 -0.6143
I 3.256 -0.200 0.596 0.2 -0.3 0.2 1.0762
C -0.039 2.903 1.839 -0.3 0.3 0.1 -0.2185
O 0.301 1.872 0.998 -0.1 0.2 -0.4 -0.5068
H -0.998 5.810 0.285 0.0 0.0 0.0 0.0852
H -1.505 4.319 -0.504 0.0 -0.1 0.0 0.0648
H 0.209 4.710 -0.400 0.0 0.0 0.0 0.0703
H -1.494 5.247 4.467 0.0 0.0 0.0 0.1237
H -0.253 2.293 5.938 0.0 0.0 0.0 0.1259
H -0.665 3.980 6.206 0.0 0.0 0.0 0.1230
H 1.587 4.432 5.907 0.0 0.0 0.0 0.1027
H 1.750 1.840 4.529 0.0 0.0 0.0 0.1368
H 1.679 -0.406 5.489 0.0 0.0 0.0 0.1196
H 3.274 -2.148 6.204 0.0 0.0 0.0 0.1137
H 4.839 -3.152 4.560 0.0 0.0 0.0 0.1128
H 4.831 -2.366 2.216 0.0 0.0 0.0 0.1002
S 0.131 1.901 -0.730 0.1 0.3 -0.2 1.0164
C -0.880 0.557 -1.129 0.1 0.2 -0.2 -0.6757
N -2.268 0.656 -0.970 -0.2 0.0 0.1 -0.1336
C -3.060 -0.390 -1.567 0.1 0.0 0.0 -0.1383
C -2.546 -0.612 -2.970 -0.1 0.0 0.0 -0.1151
N -1.150 -1.026 -2.926 0.2 0.2 0.1 -0.0854
C -0.750 -2.030 -3.916 0.1 0.2 -0.2 -0.0971
C 0.036 -1.524 -5.109 0.0 0.2 0.1 -0.2201
C -0.246 -0.287 -5.679 0.1 0.0 0.0 -0.0381
C 0.481 0.165 -6.770 0.0 0.0 0.0 -0.0652
C 1.491 -0.621 -7.310 0.0 0.0 0.0 -0.0734
C 1.747 -1.873 -6.774 0.0 0.0 0.0 -0.0679
C 1.022 -2.319 -5.677 0.0 -0.1 0.1 -0.0526
C -0.329 -0.326 -2.079 -0.3 -0.1 -0.3 -0.5226
S 1.426 -0.207 -2.329 0.0 -0.3 -0.2 0.9830
C -2.926 1.442 0.072 0.0 -0.2 0.0 -0.1000
C -3.438 0.613 1.239 0.0 0.0 0.0 -0.2004
C -4.670 -0.033 1.164 0.0 0.0 0.0 -0.0397
C -5.120 -0.833 2.205 0.0 0.0 0.0 -0.0581
C -4.345 -0.997 3.346 0.0 0.0 0.0 -0.0696
C -3.132 -0.333 3.447 0.0 0.0 0.0 -0.0735
C -2.688 0.469 2.402 -0.1 0.0 0.1 -0.1062
H -4.099 -0.062 -1.606 0.0 0.0 0.0 0.1276
H -3.014 -1.331 -1.006 -0.1 0.0 0.0 0.1439
H -2.661 0.314 -3.542 0.0 0.0 0.0 0.1359
H -3.129 -1.391 -3.456 0.0 0.0 0.0 0.1310
H -1.687 -2.444 -4.287 0.0 -0.1 0.0 0.1329
H -0.230 -2.850 -3.440 0.1 -0.1 0.1 0.0987
H -1.033 0.335 -5.266 0.1 0.0 0.0 0.1072
H 0.258 1.134 -7.199 0.0 0.0 0.0 0.1082
H 2.073 -0.259 -8.148 0.0 0.0 0.0 0.1083
H 2.521 -2.499 -7.201 0.0 0.0 0.0 0.1093
H 1.220 -3.304 -5.260 0.0 0.1 0.0 0.1133
H -3.773 1.952 -0.396 0.0 0.1 0.0 0.1398
H -2.240 2.204 0.422 0.0 0.1 0.1 0.0878
H -5.298 0.103 0.290 0.0 0.0 0.0 0.1127
H -6.081 -1.326 2.129 0.0 0.0 0.0 0.1116
H -4.696 -1.623 4.157 0.0 0.0 0.0 0.1106
H -2.533 -0.425 4.347 0.0 0.0 0.0 0.1103
H -1.772 1.032 2.521 0.1 0.1 0.0 0.0731
O 0.502 -3.085 -1.218 0.3 0.3 0.0 0.0255
C 1.531 -2.997 -1.858 -0.4 -0.3 0.5 -0.5013
C 2.479 -4.130 -2.183 0.1 0.1 0.0 -0.0538
C 3.704 -3.456 -2.799 -0.1 -0.1 0.0 -0.0542
C 3.284 -2.023 -3.038 -0.1 0.1 -0.1 -0.4916
O 3.885 -1.142 -3.577 0.0 0.0 0.1 0.1079
N 2.007 -1.850 -2.447 -0.1 0.3 -0.2 -0.2200
H 1.981 -4.810 -2.875 0.0 0.0 0.0 0.1322
H 2.691 -4.690 -1.275 0.0 0.0 0.0 0.1316
H 4.043 -3.901 -3.732 0.0 0.0 0.0 0.1321
H 4.554 -3.441 -2.117 0.0 0.0 0.0 0.1338

2.
89
Properties=species:S:1:pos:R:3:forces:R:3:lowdin_charge:R:1 method="wB97M-V/def2-TZVPD" homo_ha=-0.4554 charge=+4
C 2.134 -3.007 3.268 0.3 -0.3 1.1 -0.0556
C 2.290 -3.240 1.816 1.0 1.0 -1.6 -0.8791
O 1.671 -4.148 1.247 -1.3 -1.8 -0.4 -0.1386
O 3.022 -2.421 1.211 0.5 0.5 -0.2 -0.1290
H 3.058 -2.569 3.644 -0.3 0.3 0.1 0.0707
H 1.977 -3.933 3.821 -0.4 0.1 0.0 0.0664
H 1.285 -2.327 3.347 0.0 0.0 0.5 0.0718
C -2.236 -8.409 1.759 0.3 0.1 -1.0 0.0427
C -2.528 -8.833 0.339 -0.2 2.7 0.9 -0.3860
O -3.315 -8.240 -0.325 0.6 -1.4 -0.7 0.1863
N -1.745 -9.993 -0.239 -0.2 -0.9 -1.0 0.0942
H -0.842 -10.230 0.145 0.6 0.9 0.8 0.1759
H -2.271 -10.794 0.082 -0.7 -0.8 -0.1 0.1843
C -1.556 -10.071 -1.753 0.0 0.4 0.6 0.0467
H -1.170 -8.278 1.943 0.1 -0.9 0.3 0.1031
H -2.797 -9.089 2.401 0.4 0.2 0.5 0.1147
H -2.574 -7.374 1.807 -0.6 -0.3 0.2 0.1072
H -1.074 -9.140 -2.049 -0.3 0.0 0.0 0.1051
H -2.527 -10.208 -2.229 0.3 -0.1 0.0 0.1141
H -0.835 -10.874 -1.905 -0.4 -0.2 -0.2 0.1108
C 6.136 4.300 -1.003 0.1 -0.3 -1.0 0.0246
C 6.273 5.045 -2.374 3.9 -2.9 -0.9 -0.2974
O 7.188 4.887 -3.217 -5.1 1.5 3.7 0.1620
N 5.115 6.018 -2.465 2.0 2.0 -2.0 0.0823
H 4.241 5.559 -2.679 -0.3 -0.3 0.1 0.1790
H 5.101 6.455 -1.555 -0.5 0.0 0.5 0.1638
C 5.390 7.165 -3.497 -1.2 -0.7 0.6 0.0649
H 5.168 4.345 -0.506 -0.2 0.8 -0.2 0.0815
H 6.909 4.628 -0.308 0.1 0.0 -0.1 0.1087
H 6.213 3.219 -1.127 0.7 0.0 -0.4 0.1008
H 6.220 7.766 -3.126 0.2 -0.4 -0.4 0.1176
H 4.490 7.780 -3.481 0.1 0.0 -0.1 0.1021
H 5.480 6.666 -4.462 0.5 0.4 0.1 0.1102
C 4.704 -5.051 -4.143 -0.7 -0.1 0.9 0.0268
C 4.787 -6.538 -3.823 1.1 -0.7 -1.1 -0.3391
O 4.953 -7.388 -4.633 -0.5 0.5 1.3 0.1994
N 4.798 -6.931 -2.275 0.6 1.2 0.2 0.0952
H 4.001 -6.430 -1.910 -0.1 0.8 0.7 0.1588
H 4.603 -7.876 -1.976 0.2 -0.9 -0.9 0.1673
C 6.149 -6.520 -1.633 -0.8 0.9 -0.5 0.0509
H 5.652 -4.652 -4.503 0.0 -0.4 -0.3 0.1135
H 4.403 -4.395 -3.325 0.0 -0.3 0.3 0.0911
H 3.909 -4.966 -4.885 0.3 0.0 -0.3 0.1026
H 6.264 -5.446 -1.781 0.1 -0.1 -0.5 0.0987
H 6.897 -7.106 -2.167 0.1 0.1 0.5 0.1167
H 6.140 -6.564 -0.544 -0.2 -0.9 -0.1 0.1137
C -4.718 -2.933 -3.774 -0.3 0.4 0.5 0.0341
C -3.851 -2.128 -2.853 -2.4 1.6 2.9 -0.3676
O -4.202 -1.425 -1.911 1.7 -2.0 -3.0 0.1710
N -2.374 -2.353 -3.076 0.8 2.0 -1.0 0.1055
H -1.960 -2.804 -2.273 0.2 -0.2 0.5 0.1834
H -2.233 -2.919 -3.901 -0.1 -0.6 -0.2 0.1613
C -1.611 -1.018 -3.361 0.0 -0.3 0.5 0.0575
H -4.600 -2.644 -4.818 0.2 -0.2 -0.1 0.1107
H -5.767 -2.803 -3.508 0.1 0.2 0.1 0.1136
H -4.493 -3.982 -3.583 0.2 -0.2 -0.4 0.1075
H -0.648 -1.227 -3.828 -0.1 -0.4 0.2 0.1029
H -1.442 -0.537 -2.398 -0.2 0.0 -0.2 0.1080
H -2.175 -0.392 -4.052 -0.3 -0.2 0.3 0.1108
C -5.094 7.701 1.556 -0.5 -0.2 -0.7 -0.0491
C -4.472 6.297 1.517 -0.2 0.0 1.2 -0.1333
N -3.224 6.178 2.398 1.6 2.2 -0.5 -0.2573
C -2.135 7.142 1.948 -0.4 0.5 -0.6 -0.0048
C -3.543 6.649 3.851 -0.6 -1.1 0.7 -0.1011
C -4.701 5.853 4.621 0.9 -0.2 -1.3 -0.0191
C -2.573 4.797 2.241 -2.1 0.1 1.3 -0.0818
C -1.377 4.516 3.110 -0.2 -0.7 -0.1 -0.2198
O -1.821 4.332 4.448 -0.3 0.5 -1.5 -0.2004
C -0.796 4.092 5.389 -0.3 0.5 -0.1 -0.0576
H -5.646 7.899 2.476 0.8 0.2 0.4 0.0886
H -5.928 7.826 0.865 0.1 -0.7 -0.5 0.0947
H -4.425 8.493 1.220 0.1 0.0 0.6 0.0815
H -4.234 5.893 0.533 0.1 0.3 0.0 0.1317
H -5.133 5.607 2.041 -0.3 -0.1 -0.5 0.1188
H -2.454 8.181 1.867 -0.4 -0.2 0.5 0.0993
H -1.861 6.901 0.921 0.3 -0.4 0.1 0.1130
H -1.298 7.103 2.645 -0.1 -0.1 -0.3 0.1014
H -3.737 7.719 3.787 -0.3 -0.2 -0.2 0.1210
H -2.567 6.580 4.331 -0.4 -0.3 0.3 0.1135
H -5.700 6.009 4.214 0.1 0.6 0.0 0.0716
H -4.728 6.012 5.699 0.3 0.5 -0.2 0.0925
H -4.577 4.775 4.522 0.5 -0.1 0.0 0.0686
H -2.388 4.583 1.189 -0.1 0.4 0.1 0.1400
H -3.425 4.225 2.609 0.4 -0.9 -0.3 0.1332
H -0.573 5.205 2.854 0.1 0.8 1.1 0.1198
H -0.899 3.625 2.703 -0.3 -0.8 0.1 0.1340
H -0.205 5.007 5.395 0.7 -0.3 0.3 0.0965
H -0.267 3.184 5.100 0.4 0.1 0.3 0.0994
H -1.297 3.991 6.352 0.2 -0.2 -0.1 0.1051

- Which of these has the lowest charge?
  C36H34IN5O4S2Tl

- Which of these has the highest charge?
  C22H55N5O7